No. 1
69
Properties=species:S:1:pos:R:3 method="wB97M-V/def2-TZVPD" homo_lumo_gap_ev=6.78 fmax_ev_per_a=0.41 relative_energy_kj_mol=79.24 total_charge=-1
Br -1.60307 -4.68091 5.69934
S 3.42073 -1.02876 0.58812
S -3.15573 0.59144 -1.16142
O 2.50391 -1.62797 1.55409
O 2.77844 -1.05120 -0.73333
O -0.26675 -0.56093 1.52227
O 4.78614 -1.49765 0.62578
N 0.35663 -1.02573 -2.21890
N -0.70032 -2.53185 -0.34185
N -1.85948 1.67429 0.87948
N -1.07946 2.26029 -1.18001
C -1.98259 1.54803 -0.45909
C 0.95822 -0.28311 -3.10683
C -0.30531 -2.12770 -2.64142
C -1.67408 -4.02892 -2.05270
C -3.97920 1.62475 2.13730
C -2.66766 0.91981 1.82661
C -0.84970 -2.82746 2.03196
C -2.00064 3.34782 -3.20055
C 4.69695 2.61232 1.86982
C -0.58855 -1.14823 3.77641
C -0.88950 -2.08044 4.72877
C 2.36064 1.50649 0.88439
C 3.60806 4.87632 2.11697
C -1.18749 -3.59661 -4.38061
C 4.65739 1.26764 1.51852
C -0.54144 -1.45441 2.37240
C 0.92418 -0.54250 -4.49409
C 2.40823 2.84515 1.23553
C -0.42778 -2.46339 -4.00782
C -0.91383 -3.28722 0.67699
C 3.49215 0.71271 1.02363
C -1.80349 -4.34610 -3.41755
C -0.90665 -2.95998 -1.64232
C 3.57644 3.42160 1.73358
C -1.15056 -3.76277 3.03854
C -1.17554 -3.40206 4.35649
C -1.04663 2.30764 -2.62979
C 0.22131 -1.62425 -4.94110
Li 0.86868 -1.20178 0.05738
H -1.72459 4.35473 -2.87944
H -2.06747 0.79856 2.72597
H -0.89973 -1.80564 5.77634
H 1.51160 0.56936 -2.72691
H 5.53136 0.63658 1.61639
H -0.97036 2.00024 1.22297
H 4.60555 5.17591 2.43832
H -2.19858 -4.63182 -1.32285
H 3.31906 5.51329 1.27846
H -4.58721 1.00796 2.80302
H -3.80554 2.58671 2.62434
H -0.34161 -0.13248 4.06117
H -2.83499 -0.07609 1.42468
H -1.29997 1.31914 -3.00210
H 1.51887 3.46143 1.12916
H 5.61762 3.03655 2.25514
H -1.28105 -3.84799 -5.43065
H -1.37306 -4.78459 2.75148
H -1.17453 -4.34813 0.55872
H -0.01777 2.52241 -2.92541
H 0.15831 -1.85710 -5.99801
H 1.42992 1.08162 0.52767
H -3.01454 3.13599 -2.86312
H 1.44883 0.11492 -5.17473
H -1.98833 3.32234 -4.29256
H -2.40585 -5.20057 -3.70121
H -4.54295 1.79251 1.21980
H 2.91613 5.08219 2.93651
H -0.39177 2.79759 -0.67814

***

No. 2
71
Properties=species:S:1:pos:R:3 method="wB97M-V/def2-TZVPD" homo_lumo_gap_ev=6.49 fmax_ev_per_a=0.45 relative_energy_kj_mol=0.00 total_charge=-2
Cl -3.40431 4.12347 6.10492
S 0.69078 -0.20985 3.55432
Si 2.99565 1.41092 -0.00355
Mg 0.25774 0.19226 0.98630
O 0.90712 1.06555 2.75765
O 1.96504 -0.83874 3.87633
O 0.14055 -1.84399 -0.24657
O -0.07684 -1.06207 2.54935
O -2.53124 2.94882 -0.42224
O -3.28206 -0.07839 -1.21682
O -1.27046 1.29590 0.37568
O -0.13948 0.04880 4.72798
N 1.98661 0.03435 -0.13014
N -0.91317 0.00510 -2.52829
C 3.91565 1.77968 -1.62156
C -3.02566 3.56430 4.48423
C 0.25249 -0.12637 -3.15933
C 3.06665 -3.89645 -1.19183
C -2.79984 -3.96939 -0.58781
C -2.08511 1.93685 3.02251
C -1.67496 -4.52256 1.46241
C -3.06646 3.93347 2.12753
C 4.24648 1.30206 1.39530
C -3.38195 4.36318 3.40696
C 1.74735 -3.54828 -0.89599
C 2.40687 -1.21904 -0.44950
C 1.43899 -2.25899 -0.52885
C -1.90970 0.69089 -4.57990
C 4.04597 -2.92087 -1.10319
C -0.70945 -3.56422 1.20264
C -0.70193 0.53999 -5.23608
C -0.79486 -2.82487 0.03239
C -1.97305 0.41417 -3.21433
C -2.41106 2.72464 1.92678
C -1.83237 -3.01214 -0.86118
C 1.89116 2.89708 0.30065
C -3.24980 0.62764 -2.42692
C 0.40843 0.12604 -4.51454
C 3.72523 -1.61749 -0.74220
C -2.37919 2.35539 4.31437
C -2.05335 2.30654 0.51073
C -2.71978 -4.73407 0.56767
H -0.62427 0.74611 -6.29776
H 1.05916 2.92175 -0.40944
H 4.51721 -0.88371 -0.65717
H 2.45546 3.82839 0.19328
H -2.06439 1.74367 5.14849
H 3.19192 2.02230 -2.40571
H -2.52800 0.24056 -0.68909
H 3.31136 -4.91334 -1.47119
H -1.58489 0.98869 2.89475
H 3.75353 0.82459 2.24760
H -3.32039 4.52876 1.26043
H 1.48718 2.85863 1.31575
H -1.88532 -2.37737 -1.73387
H -1.62474 -5.09200 2.38231
H 0.08148 -3.33449 1.90441
H -3.34325 1.70688 -2.25087
H -3.62619 -4.10642 -1.27464
H 4.58028 2.64125 -1.49768
H -3.88939 5.30382 3.57716
H -4.10281 0.29655 -3.02525
H 1.09032 -0.43222 -2.54284
H 5.13920 0.72771 1.13336
H 0.96151 -4.29156 -0.94407
H 5.08111 -3.17231 -1.30863
H 4.51447 0.93383 -1.96768
H 4.56805 2.30284 1.70103
H -3.47853 -5.47689 0.78354
H 1.37509 0.00300 -4.98520
H -2.79784 1.02163 -5.10692